Molecular formula: C3H3NS2
Method: DFT, ωB97M-V/def2-TZVPD

Structure (ORCA input):
```
! wB97M-V def2-TZVPD RIJCOSX def2/J DEFGRID3
* xyz 0 1
C -1.050 -0.099 -0.269
C -2.325 -0.302 -0.123
C 1.418 -0.084 -0.073
N 0.139 -0.012 -0.459
S 2.323 -1.423 0.048
S 2.152 1.572 -0.035
H -2.659 -1.377 -0.128
H -3.057 0.529 0.161
H 3.058 1.195 0.878
*
```

The calculation puts the orbital gap at 8.5 eV. For the largest force on an atom, the calculation gives 0.03889 hartree/bohr.